Entry 1:
{
  "formula": "H3NO6P2",
  "method": "the ωB97M-V functional and the def2-TZVPD basis",
  "e_above_lowest_kj_mol": 382.9,
  "fmax_ha_per_bohr": 0.06170,
  "total_charge": -2,
  "spin_multiplicity": 1,
  "homo_ev": [-0.4, -0.3],
  "species": ["N", "O", "O", "O", "O", "O", "O", "P", "P", "H", "H", "H"],
  "positions_angstrom": [[-0.764766, 0.263320, 1.602957], [-1.266054, 0.936148, -1.097381], [-1.134161, -1.405320, -0.421409], [-3.128445, -0.099793, 0.535106], [2.360296, 0.673158, 0.983176], [1.374844, 0.643874, -1.259411], [1.681819, -1.657551, -0.037290], [1.360179, -0.203924, -0.021679], [-1.618362, -0.032857, 0.305259], [1.759666, 1.310028, 1.339081], [-0.364620, 0.694494, -1.389476], [-0.260395, -1.121576, -0.538935]],
  "forces_ev_per_angstrom": [[2.66, 0.08, -1.61], [-1.21, -0.42, 1.53], [-2.67, -1.14, 0.16], [1.49, 0.33, -0.58], [0.38, -1.52, -0.18], [-0.51, -0.67, -0.50], [0.10, 0.46, 0.03], [1.05, 1.83, 2.37], [-2.26, 0.91, -0.98], [-0.76, 0.81, 0.63], [-0.18, 0.59, 0.03], [1.92, -1.25, -0.89]]
}


Entry 2:
{
  "formula": "C8H15Cl2N5Yb",
  "method": "the ωB97M-V functional and the def2-TZVPD basis",
  "fmax_ha_per_bohr": 0.13440,
  "total_charge": -1,
  "spin_multiplicity": 2,
  "homo_ev": [-0.4, -2.9],
  "species": ["Yb", "Cl", "Cl", "C", "H", "H", "C", "C", "H", "C", "H", "C", "H", "H", "C", "H", "H", "C", "H", "H", "H", "H", "N", "N", "N", "C", "N", "N", "H", "H", "H"],
  "positions_angstrom": [[-0.963532, 0.170700, 0.187163], [-2.001095, 2.131541, -0.946222], [-1.648286, -1.324475, 2.237350], [-2.172477, -1.597656, 0.530549], [-2.619182, -2.589729, 0.504286], [-2.920426, -0.839257, 0.210404], [0.442791, -1.555125, -0.222904], [-0.833648, -1.813223, -0.664043], [0.669973, -1.716489, 0.840421], [-1.255269, -1.209717, -2.029041], [-0.969276, -2.899371, -0.776848], [-0.127520, -1.453657, -3.037676], [-2.179828, -1.718291, -2.332425], [-1.510871, -0.127304, -1.967163], [1.208430, -0.857611, -2.583133], [-0.018178, -2.537459, -3.175398], [-0.404117, -1.043279, -4.017086], [1.524687, -1.004439, -1.068142], [2.020172, -1.319202, -3.161189], [1.234821, 0.212206, -2.834755], [2.432969, -1.617361, -0.940869], [1.836297, -0.013935, -0.676108], [1.404025, 2.662201, 4.569734], [0.961741, 2.626718, 3.256783], [1.163889, 3.672645, 2.431809], [0.772545, 3.123843, 1.259068], [0.401522, 1.841033, 1.364750], [0.564997, 1.507049, 2.678949], [0.875940, 1.991927, 5.120062], [1.361636, 3.613992, 4.906036], [0.747268, 3.683726, 0.335638]],
  "forces_ev_per_angstrom": [[1.50, 6.40, 2.15], [-0.69, 0.82, -0.79], [-0.35, -0.11, 0.41], [-0.73, -2.18, -0.78], [-0.11, 0.34, 0.08], [-0.20, -0.23, 0.36], [2.44, 0.45, 1.45], [-2.13, -4.83, -1.95], [0.21, -0.56, -0.51], [0.02, -0.11, 0.23], [-1.03, -0.26, 0.04], [-0.06, -0.09, 0.02], [0.15, 0.20, -0.07], [0.17, -0.36, -0.40], [0.20, 0.28, 0.12], [-0.07, 0.06, 0.08], [0.04, -0.05, 0.12], [0.92, 0.74, -0.10], [-0.18, 0.11, 0.04], [-0.14, -0.20, -0.01], [-0.11, 0.03, -0.18], [0.19, -0.02, -0.37], [1.18, -0.59, 0.03], [-0.36, 1.65, 1.02], [-0.03, 0.31, -1.80], [0.21, 0.02, 1.21], [0.17, 0.82, -0.78], [-0.45, -2.87, 0.40], [-0.29, 0.37, -0.11], [-0.44, -0.05, 0.00], [-0.03, -0.08, 0.08]]
}


Entry 3:
{
  "formula": "C2H6N3",
  "method": "the ωB97M-V functional and the def2-TZVPD basis",
  "e_above_lowest_kj_mol": 648.5,
  "fmax_ha_per_bohr": 0.14953,
  "total_charge": 1,
  "spin_multiplicity": 1,
  "homo_ev": [-13.3, -13.2],
  "species": ["C", "C", "N", "N", "N", "H", "H", "H", "H", "H", "H"],
  "positions_angstrom": [[2.378247, 0.443164, -0.570594], [-2.072548, -0.853599, -0.063332], [1.942635, -0.579251, 0.164126], [-0.882623, -0.327683, -0.088940], [1.551517, -1.501196, 0.658264], [2.866185, 0.141282, -1.426159], [3.012850, 1.216367, -0.073696], [1.308129, 0.826168, -0.828946], [-2.126986, -1.899929, 0.407009], [-2.388325, -0.704362, -1.160037], [-2.829418, -0.211457, 0.419891]],
  "forces_ev_per_angstrom": [[-2.21, 4.71, -0.36], [-2.74, -1.32, -0.57], [-0.97, -6.61, 3.81], [3.20, 1.30, 0.30], [1.26, 3.42, -1.53], [0.98, -1.14, -1.96], [-0.78, -0.80, 0.23], [1.70, 0.34, -0.11], [-0.20, 1.02, -1.01], [-0.17, -1.03, 0.81], [-0.07, 0.09, 0.38]]
}


Entry 4:
{
  "formula": "C2H2N4O2",
  "method": "the ωB97M-V functional and the def2-TZVPD basis",
  "e_above_lowest_kj_mol": 686.4,
  "fmax_ha_per_bohr": 0.15995,
  "spin_multiplicity": 1,
  "homo_ev": -10.5,
  "species": ["H", "N", "C", "N", "N", "C", "O", "O", "N", "H"],
  "positions_angstrom": [[2.965591, 0.897654, 0.029618], [2.644287, -0.234442, 0.062593], [1.263629, -0.140654, 0.014032], [0.566915, -1.339417, 0.170967], [-0.672124, -1.131799, -0.202749], [-1.387550, 0.056986, -0.131361], [-2.589642, -0.065504, 0.003167], [-0.616928, 1.131672, 0.406748], [0.647920, 1.144636, -0.349204], [1.121512, 2.002172, -0.376212]],
  "forces_ev_per_angstrom": [[-0.73, -3.88, -0.14], [-4.38, 3.99, 0.09], [7.62, 3.11, 0.06], [-4.31, 2.86, -2.56], [2.97, -4.45, 0.71], [-1.27, 1.20, 2.87], [2.47, 1.50, -0.91], [-0.61, 0.40, -1.88], [-2.36, -5.94, 1.02], [0.61, 1.22, 0.73]]
}


Entry 5:
{
  "formula": "C3H5N2O3",
  "method": "the ωB97M-V functional and the def2-TZVPD basis",
  "e_above_lowest_kj_mol": 511.1,
  "fmax_ha_per_bohr": 0.05521,
  "total_charge": -1,
  "spin_multiplicity": 1,
  "homo_ev": -2.8,
  "species": ["C", "C", "C", "N", "N", "O", "O", "O", "H", "H", "H", "H", "H"],
  "positions_angstrom": [[0.071750, 1.647399, -0.134046], [0.071672, 0.339375, -0.418005], [-2.274157, -1.364381, -0.164543], [1.105100, -1.723739, 0.330372], [1.328675, -0.336283, -0.142989], [-2.231135, -1.690724, -1.314486], [-2.536570, -1.283566, 0.974210], [1.117068, 2.582346, 0.290272], [-0.723014, 2.367729, -0.396924], [0.525684, -2.146395, -0.346798], [0.643709, -1.801921, 1.249704], [1.912249, 0.183138, 0.510159], [0.988970, 3.227022, -0.436926]],
  "forces_ev_per_angstrom": [[-1.13, 1.20, -0.77], [0.83, 0.21, 1.09], [-0.05, -1.10, -2.14], [1.94, 1.06, 1.03], [-1.57, -0.87, 0.10], [-0.13, 0.90, 2.69], [0.42, 0.33, -0.76], [0.35, -0.12, -0.85], [-0.47, -1.05, 0.05], [-0.77, -0.29, -0.84], [-0.11, 0.62, -0.67], [-0.01, -0.56, 0.11], [0.69, -0.32, 0.95]]
}


Entry 6:
{
  "formula": "C2H3N6O2",
  "method": "the ωB97M-V functional and the def2-TZVPD basis",
  "fmax_ha_per_bohr": 0.12891,
  "total_charge": 1,
  "spin_multiplicity": 3,
  "homo_ev": [-14.2, -15.1],
  "species": ["C", "C", "N", "N", "N", "N", "N", "N", "O", "O", "H", "H", "H"],
  "positions_angstrom": [[2.896579, 0.015580, -0.086271], [-0.706957, -0.219988, 0.182083], [3.990656, -0.142132, 0.233622], [-3.522136, 0.352236, -0.018792], [-3.310368, 1.300824, -0.528296], [1.624787, -0.003122, -0.526982], [-0.560261, 1.070107, 0.296292], [0.667365, -0.795775, -0.004909], [-1.457257, -0.966324, 0.914545], [0.403973, 1.663634, -0.128343], [-2.397813, -0.997095, 0.427966], [1.605891, 0.155814, -1.589342], [0.765544, -1.433756, 0.828421]],
  "forces_ev_per_angstrom": [[0.15, -1.01, 0.53], [6.36, -0.80, 1.69], [-0.03, 0.40, 0.12], [-0.14, 1.26, -0.89], [-0.57, -0.97, 0.56], [1.12, -0.25, -2.43], [-1.76, 1.61, -0.70], [-3.51, -1.10, 0.65], [-3.27, -0.48, -2.14], [-0.81, 1.55, 0.23], [1.87, -0.15, 1.84], [-0.45, -0.55, 1.94], [1.02, 0.47, -1.40]]
}


Entry 7:
{
  "formula": "C22H23ClN2PTi",
  "method": "the ωB97M-V functional and the def2-TZVPD basis",
  "e_above_lowest_kj_mol": 23.9,
  "fmax_ha_per_bohr": 0.05334,
  "total_charge": 2,
  "spin_multiplicity": 2,
  "homo_ev": [-14.6, -14.6],
  "species": ["Ti", "Cl", "P", "C", "C", "C", "C", "C", "C", "C", "C", "C", "C", "C", "C", "C", "C", "C", "C", "C", "C", "H", "H", "H", "H", "H", "H", "H", "H", "H", "H", "H", "H", "H", "H", "H", "H", "H", "C", "C", "N", "C", "C", "N", "H", "H", "H", "H", "H", "H"],
  "positions_angstrom": [[0.833210, -1.479069, -1.141031], [1.453591, -0.024106, 0.395899], [-0.163183, 0.175279, -2.429302], [-1.420166, -0.786093, -3.273262], [-1.190346, -1.612848, -4.372296], [-2.254248, -2.348148, -4.879261], [-3.515338, -2.204338, -4.304643], [-3.768625, -1.328418, -3.247941], [-2.702534, -0.617211, -2.731086], [-0.418786, 1.940943, -2.575673], [0.508420, 2.838223, -2.013994], [0.381443, 4.215845, -2.217127], [-0.558111, 4.683476, -3.144534], [-1.469893, 3.790889, -3.721647], [-1.392701, 2.419791, -3.460389], [1.464945, -0.182021, -3.130339], [2.495458, -0.743301, -2.254636], [3.630616, -1.338542, -2.903048], [3.828677, -1.024193, -4.235115], [2.919395, -0.286502, -5.005148], [1.716128, 0.154753, -4.467481], [1.361828, 2.450179, -1.451911], [1.017845, 4.935405, -1.675684], [-0.569716, 5.739073, -3.439035], [-2.257951, 4.157237, -4.392780], [-2.009811, 1.694433, -4.006865], [-0.201687, -1.661471, -4.805396], [-2.092453, -3.019342, -5.722657], [-4.320265, -2.798204, -4.696324], [-4.785157, -1.186770, -2.874690], [-2.824029, 0.120304, -1.953026], [2.607771, -0.380374, -1.159039], [4.330948, -1.958033, -2.342266], [4.756818, -1.320672, -4.706953], [3.142915, -0.079475, -6.041788], [0.981435, 0.668375, -5.102093], [0.550109, -2.906485, -3.094812], [1.238511, -2.683414, -2.793923], [0.163265, -2.755663, 2.692641], [-0.230122, -3.426108, 1.405525], [-0.093118, -2.980329, 0.144982], [-0.239164, -4.107457, -0.687608], [-0.407969, -5.205421, 0.082515], [-0.407865, -4.775587, 1.401512], [-0.544696, -3.021303, 3.511585], [1.183740, -3.099997, 2.987720], [0.237774, -1.677514, 2.526714], [-0.084116, -3.994090, -1.735351], [-0.437151, -6.246697, -0.163829], [-0.451843, -5.320808, 2.275890]],
  "forces_ev_per_angstrom": [[-1.03, -0.97, 2.33], [-0.35, 0.53, 1.47], [-0.63, 0.79, -0.03], [-0.10, 0.51, -0.37], [-0.28, 0.02, 0.24], [0.11, 0.04, 0.06], [-0.02, -0.17, -0.03], [0.05, -0.05, -0.30], [0.24, -0.06, -0.14], [0.36, 0.72, -0.50], [-0.04, 0.02, 0.40], [0.14, -0.08, -0.24], [-0.32, -0.22, 0.16], [-0.08, -0.02, -0.24], [-0.04, -0.10, -0.09], [0.99, 0.96, 0.45], [1.27, -0.20, -2.42], [-0.98, 1.22, 0.65], [0.32, -0.27, -0.56], [0.19, 0.07, 0.35], [0.08, -1.13, 0.22], [-0.41, 0.20, 0.17], [-0.16, -0.60, -0.52], [-0.15, -0.43, 0.35], [0.54, -0.16, 0.21], [-0.04, 0.56, 0.37], [0.00, -0.13, -0.16], [-0.16, 0.18, 0.22], [-0.27, -0.08, -0.14], [0.40, -0.10, -0.06], [-0.26, -0.02, 0.29], [-0.15, -0.87, -1.37], [0.05, 0.49, -0.11], [-0.09, -0.25, -0.05], [0.15, 0.07, -0.02], [0.22, -0.25, 0.48], [0.88, 0.48, 0.45], [-0.64, -0.72, -0.76], [-0.05, 0.09, -0.01], [1.28, -0.67, 0.38], [0.00, -0.25, -0.31], [0.22, 0.14, 1.13], [0.10, -0.26, 0.40], [-0.10, 1.06, -0.43], [0.49, 0.42, -0.60], [-0.75, 0.12, -0.25], [-0.26, -0.17, 0.31], [-0.39, -0.51, -0.28], [-0.25, -0.18, -0.13], [-0.07, 0.24, -0.99]]
}


Entry 8:
{
  "formula": "C3H5BrO2",
  "method": "the ωB97M-V functional and the def2-TZVPD basis",
  "e_above_lowest_kj_mol": 163.5,
  "fmax_ha_per_bohr": 0.08323,
  "spin_multiplicity": 1,
  "homo_ev": -10.2,
  "species": ["C", "C", "O", "C", "O", "H", "H", "H", "H", "Br", "H"],
  "positions_angstrom": [[1.974584, 0.597932, -0.312220], [0.499820, 0.384966, -0.081493], [0.124644, 0.064227, 1.284490], [-0.118391, -0.816916, 0.402023], [-0.494291, -1.869315, 0.105598], [2.476439, 1.393645, 0.315258], [2.062807, 0.864091, -1.348084], [2.616943, -0.293864, -0.144494], [-0.163372, 1.244186, -0.330256], [-4.674604, -0.453091, -0.598999], [-4.304578, -1.115866, 0.708174]],
  "forces_ev_per_angstrom": [[0.91, -0.19, 0.72], [0.56, 2.89, -0.78], [-0.28, -0.02, 4.27], [1.04, 1.24, -2.81], [-1.44, -3.11, 0.53], [-1.07, -0.54, -0.61], [0.34, 0.25, -0.58], [-0.75, 0.25, -0.14], [0.67, -0.76, -0.61], [0.49, -0.84, 1.69], [-0.46, 0.84, -1.69]]
}


Number 1: E -1190.80589 a.u.. Number 2: E -2666.52913 a.u.. Number 3: E -243.58794 a.u.. Number 4: E -446.71130 a.u.. Number 5: E -452.47261 a.u.. Number 6: E -556.52200 a.u.. Number 7: E -2612.07019 a.u.. Number 8: E -2841.73661 a.u..